Entry 1:
Computed, not measured: the molecule C5H4BrF3N2 in a non-equilibrium geometry, with the ωB97M-V functional and the def2-TZVPD basis.

Computed properties:
maximum force	1.9	eV/A
energy relative to the best compared isomer or geometry (same formula, charge and spin)	0.00	kJ/mol
Kohn-Sham gap	0.3481	hartree
E_LUMO	0.0050	Ha
SMILES	FC(F)(F)N1C=CN=C(Br)C1

Structure (ORCA input):
```
! RIJCOSX wB97M-V def2-TZVPD def2/J DEFGRID3
* xyz 0 1
F 2.31396 -1.52661 -0.16429
C 0.99182 -1.32669 -0.16931
F 0.53592 -1.73558 1.02364
F 0.48014 -2.18789 -1.07579
N 0.69005 -0.00808 -0.53983
C 0.99628 0.84953 0.54648
C -0.02910 1.31482 1.27541
N -1.29669 0.83622 1.05938
C -1.60411 0.29322 -0.05249
Br -3.26039 -0.57869 -0.12791
C -0.60493 0.28797 -1.15966
H 2.04211 0.93302 0.77632
H 0.11609 1.95563 2.12693
H -0.84147 -0.41381 -1.95422
H -0.52968 1.30695 -1.56466
*
```



Entry 2:
Computed, not measured: a structure of composition C5H4BrN2O3 in a non-equilibrium geometry, with the ωB97M-V functional and the def2-TZVPD basis.

Computed properties:
maximum force	4.0	eV/A
energy relative to the best compared isomer or geometry (same formula, charge and spin)	167.72	kJ/mol
Kohn-Sham gap (alpha / beta)	0.2796 / 0.2796	hartree
E_LUMO (alpha / beta)	0.1041 / 0.1042	Ha

Structure (ORCA input):
```
! RIJCOSX wB97M-V def2-TZVPD def2/J DEFGRID3
* xyz -1 1
C -0.86737 -2.89126 1.21485
C 0.30640 -2.62143 -1.28657
C 0.34899 -0.87557 0.56147
C -0.08321 -2.16518 0.01874
C 0.05553 0.29066 -0.32452
N -0.87127 -1.88945 2.17861
N -0.28630 -0.80893 1.82481
O 1.04025 -2.93335 -2.17455
O -1.52909 -3.89436 1.17462
O -0.95708 -2.18242 -1.25379
Br 1.23553 -3.71085 2.57190
H 1.42624 -0.93712 0.83289
H -0.87248 0.28635 -0.81788
H 0.65906 0.36300 -1.21815
H 0.09315 1.35588 0.26564
*
```



Entry 3:
Computed, not measured: the ion C5H4Cl2N3 with charge +1 in a non-equilibrium geometry, with the ωB97M-V functional and the def2-TZVPD basis.

Computed properties:
maximum force	3.4	eV/A
energy relative to the best compared isomer or geometry (same formula, charge and spin)	0.00	kJ/mol
Kohn-Sham gap	0.3404	hartree
E_LUMO	-0.2379	Ha
SMILES	N#C[C@@]1(Cl)CC(Cl)=NC=[NH+]1

Structure (ORCA input):
```
! RIJCOSX wB97M-V def2-TZVPD def2/J DEFGRID3
* xyz 1 1
N -1.11117 0.85733 -3.03093
C -0.89444 0.28633 -2.07011
C -0.68803 -0.29895 -0.76923
Cl -1.96889 -1.52551 -0.52742
C 0.61455 -1.03640 -0.49343
C 1.67140 0.12506 -0.53283
Cl 3.00838 -0.01354 -1.53441
N 1.42571 1.16203 0.21879
C 0.21373 1.37431 0.69440
N -0.85098 0.76727 0.18930
H 1.06082 -1.88055 -1.08076
H 0.64893 -1.33428 0.56309
H 0.12139 2.25526 1.30095
H -1.65416 1.30560 0.42051
*
```



Entry 4:
Computed, not measured: a cluster of 2 separate species, C5H4Cl2O2 in total in a non-equilibrium geometry, with the ωB97M-V functional and the def2-TZVPD basis.

Computed properties:
maximum force	2.9	eV/A
energy relative to the best compared isomer or geometry (same formula, charge and spin)	137.86	kJ/mol
Kohn-Sham gap	0.3881	hartree
E_LUMO	0.0153	Ha
SMILES	C=C1CC1(Cl)Cl.O=C=O

Structure (ORCA input):
```
! RIJCOSX wB97M-V def2-TZVPD def2/J DEFGRID3
* xyz 0 1
C 0.76817 1.07138 -0.99568
C 0.13982 0.77298 0.11777
C -0.04919 -0.51699 0.84985
C 0.28141 0.71877 1.59728
Cl -0.89400 1.49697 2.70839
Cl 1.90434 0.76765 2.33052
H 0.77570 0.44739 -1.96447
H 1.12809 2.13172 -1.13885
H -1.09353 -0.95413 0.86556
H 0.71012 -1.24763 0.59299
O -4.06740 0.18853 -0.49144
C -3.16010 0.74164 -0.09114
O -2.18313 1.25438 0.25586
*
```



Entry 5:
Computed, not measured: a structure of composition C5H4ClNO2S in a non-equilibrium geometry, with the ωB97M-V functional and the def2-TZVPD basis.

Computed properties:
maximum force	3.7	eV/A
energy relative to the best compared isomer or geometry (same formula, charge and spin)	295.38	kJ/mol
Kohn-Sham gap (alpha / beta)	0.2453 / 0.2632	hartree
E_LUMO (alpha / beta)	-0.0917 / -0.0762	Ha

Structure (ORCA input):
```
! RIJCOSX wB97M-V def2-TZVPD def2/J DEFGRID3
* xyz 0 1
C -1.17752 -0.17803 1.28289
C -0.83217 0.70140 0.25267
C -0.69701 -1.52898 1.31785
C 0.12115 0.52434 -0.73236
C 1.06715 -1.14235 -0.23186
N 0.26107 -1.89766 0.51527
O 1.46527 1.42403 -2.69997
O -0.04531 3.02861 -1.45046
S 0.25110 1.70344 -1.98507
Cl 2.36329 -0.27594 0.65611
H -1.89162 0.14391 2.04905
H -1.44451 1.53987 0.04789
H -1.06195 -2.24318 2.00634
H 1.62107 -1.79946 -1.02835
*
```



Entry 6:
Computed, not measured: a cluster of 2 separate species, C5H4F2 in total in a non-equilibrium geometry, with the ωB97M-V functional and the def2-TZVPD basis.

Computed properties:
maximum force	2.3	eV/A
energy relative to the best compared isomer or geometry (same formula, charge and spin)	361.93	kJ/mol
Kohn-Sham gap	0.3868	hartree
E_LUMO	0.0356	Ha
SMILES	C=C=C(F)F.C#C

Structure (ORCA input):
```
! RIJCOSX wB97M-V def2-TZVPD def2/J DEFGRID3
* xyz 0 1
C 1.85532 -0.35162 -0.47417
C 0.67823 -0.85977 -0.57202
C -0.57204 -1.20458 -0.58706
F -1.44710 -0.85758 -1.49628
F -1.21153 -1.98447 0.30014
H 2.72514 -0.82381 -0.92943
H 2.06136 0.69147 -0.05063
C -1.31409 0.87256 1.23459
C -0.77697 1.86924 0.79211
H -1.70479 -0.13588 1.24385
H -0.29353 2.78445 0.53888
*
```



Entry 7:
Computed, not measured: a cluster of 2 separate species, C5H4F2 in total in a non-equilibrium geometry, with the ωB97M-V functional and the def2-TZVPD basis.

Computed properties:
maximum force	4.9	eV/A
energy relative to the best compared isomer or geometry (same formula, charge and spin)	650.99	kJ/mol
Kohn-Sham gap (alpha / beta)	0.2216 / 0.3149	hartree
E_LUMO (alpha / beta)	-0.0910 / -0.0500	Ha

Structure (ORCA input):
```
! RIJCOSX wB97M-V def2-TZVPD def2/J DEFGRID3
* xyz 0 1
C 1.20428 3.10673 0.21018
C 0.60302 2.07072 0.20241
C 0.43492 -2.06782 0.21109
C -0.27687 -1.12101 -0.50369
C -1.18854 -0.17621 -0.06188
F -1.57703 -0.28371 1.21755
F -1.97802 0.48787 -0.88810
H 1.17157 4.13442 0.37931
H 1.26305 -2.54815 -0.38803
H 0.29727 -2.44739 1.12531
H 0.04636 -1.15545 -1.50416
*
```



Entry 8:
Computed, not measured: the molecule C5H4F2O2 in a non-equilibrium geometry, with the ωB97M-V functional and the def2-TZVPD basis.

Computed properties:
maximum force	5.6	eV/A
energy relative to the best compared isomer or geometry (same formula, charge and spin)	244.93	kJ/mol
Kohn-Sham gap	0.3142	hartree
E_LUMO	-0.0242	Ha
SMILES	C#COC(F)(F)C(C)=O

Structure (ORCA input):
```
! RIJCOSX wB97M-V def2-TZVPD def2/J DEFGRID3
* xyz 0 1
C 2.35424 2.06918 0.39207
C 1.43343 1.51223 -0.19065
O 0.43736 0.94248 -0.57907
C 0.45569 -0.66865 -0.00821
F 1.55727 -0.82598 0.67714
F 0.63212 -1.19617 -1.20429
C -0.85733 -0.85483 0.68272
C -1.99359 -0.61440 -0.31937
O -0.92316 -1.05362 1.86559
H 3.38119 2.24432 0.43254
H -1.82366 -1.35780 -1.13360
H -1.80648 0.36564 -0.79927
H -2.84710 -0.56241 0.18440
*
```



Entry 9:
Computed, not measured: the molecule C5H4F3N6P in a non-equilibrium geometry, with the ωB97M-V functional and the def2-TZVPD basis.

Computed properties:
maximum force	3.1	eV/A
energy relative to the best compared isomer or geometry (same formula, charge and spin)	0.00	kJ/mol
Kohn-Sham gap	0.3518	hartree
E_LUMO	-0.0081	Ha
SMILES	FC(F)=N/C=N\C=N\P(F)n1cncn1

Structure (ORCA input):
```
! RIJCOSX wB97M-V def2-TZVPD def2/J DEFGRID3
* xyz 0 1
F 0.99359 -2.73309 1.67327
C 0.96712 -2.43765 0.38182
F -0.24235 -2.70730 -0.14499
N 1.90829 -1.90280 -0.19540
C 2.10946 -1.57304 -1.55639
N 1.97694 -0.46127 -2.11498
C 1.31156 0.69253 -1.77429
N 0.12438 0.61715 -1.32051
P -0.97606 1.84679 -1.12199
F -0.05522 3.01490 -0.48973
N -1.49069 1.31278 0.45906
C -0.69328 1.00104 1.50289
N -1.49342 0.65830 2.50516
C -2.74493 0.67605 1.91516
N -2.76444 1.06385 0.68064
H 2.47636 -2.57192 -2.12547
H 1.97892 1.51320 -2.11706
H 0.27915 1.39861 1.46856
H -3.66540 0.59187 2.37424
*
```



Entry 10:
Computed, not measured: the molecule C5H4FNO in a non-equilibrium geometry, with the ωB97M-V functional and the def2-TZVPD basis.

Computed properties:
maximum force	3.0	eV/A
energy relative to the best compared isomer or geometry (same formula, charge and spin)	177.12	kJ/mol
Kohn-Sham gap	0.3041	hartree
E_LUMO	-0.0185	Ha
SMILES	O/C=C1\C=NC(F)=C1

Structure (ORCA input):
```
! RIJCOSX wB97M-V def2-TZVPD def2/J DEFGRID3
* xyz 0 1
O 0.48901 -1.30612 -2.09800
C 0.18217 -0.14882 -1.50953
C 0.17707 -0.04356 -0.13491
C 0.23330 -1.07122 0.85894
N -0.12621 -0.58728 2.07321
C -0.44980 0.76663 1.82104
F -0.86374 1.56518 2.90410
C -0.30714 1.14465 0.53568
H 0.62260 -1.15685 -3.00266
H -0.26154 0.65976 -2.20437
H 0.61980 -2.03145 0.63318
H -0.31552 2.20908 0.12331
*
```



Q: energy relative to the best compared isomer or geometry (same formula, charge and spin) of number 5 (C5H4ClNO2S)?
A: 295.38 kJ/mol



Q: What is the energy relative to the best compared isomer or geometry (same formula, charge and spin) in the ninth record?
A: 0.00 kJ/mol